# C5H8N3O3

The ion C5H8N3O3 with charge +1 (wB97M-V/def2-TZVPD, the OMol25 dataset).

Element x y z (Å)
C  -0.84  -1.02  0.23
C  1.57  -1.11  -0.31
C  2.32  1.16  0.31
C  -0.59  0.47  0.34
C  -0.91  1.17  -0.99
N  1.45  0.14  0.19
N  0.15  -1.63  -0.25
N  -2.04  -1.54  0.36
O  2.46  -1.84  -0.64
O  1.93  2.29  0.54
O  -0.78  1.01  1.50
H  3.42  1.10  0.20
H  -0.07  0.96  -1.66
H  -0.86  2.35  -0.81
H  -1.76  0.76  -1.43
H  0.07  -2.65  -0.28
H  -2.70  -1.09  0.97
H  -2.32  -2.43  0.07
H  -0.51  1.90  1.67

largest force on an atom	0.107	Eh/bohr
2S+1	3
electronic energy	-584.8756	Eh
gap between HOMO and LUMO (alpha / beta)	5.568 / 6.423	eV
HOMO energy (alpha / beta)	-9.9 / -14.8	eV
ΔE to the lowest compared entry with this formula, charge and spin	0.000	eV
net charge	+1